Record 1
{"formula": "C37H39BF4InN3S4", "method": "ωB97M-V/def2-TZVPD", "elements": ["In", "S", "C", "C", "C", "C", "C", "C", "S", "C", "C", "C", "C", "C", "C", "C", "S", "C", "C", "C", "C", "C", "C", "S", "N", "H", "H", "H", "H", "H", "H", "H", "H", "H", "H", "H", "H", "H", "H", "H", "C", "C", "C", "C", "C", "C", "C", "N", "C", "C", "C", "C", "C", "C", "C", "N", "C", "C", "C", "C", "H", "H", "H", "H", "H", "H", "H", "H", "H", "H", "H", "H", "H", "H", "H", "H", "H", "H", "H", "H", "H", "H", "H", "H", "F", "B", "F", "F", "F"], "xyz": [[0.2236, -1.8369, 1.2781], [1.9348, -0.5913, -0.0535], [2.3892, -1.7101, -1.3305], [2.4692, -1.2792, -2.6534], [2.8734, -2.1394, -3.6591], [3.2019, -3.4548, -3.3631], [3.1217, -3.9019, -2.0558], [2.7119, -3.0402, -1.0463], [2.5457, -3.6020, 0.6248], [1.5423, -5.0841, 0.3474], [0.6282, -5.3042, 1.5194], [0.3661, -6.5885, 1.9721], [-0.5417, -6.7598, 3.0022], [-1.1665, -5.6496, 3.5389], [-0.8636, -4.3948, 3.0289], [-1.5238, -3.1544, 3.5503], [-2.0485, -2.0434, 2.2167], [-0.4209, 1.4893, 2.8619], [-1.5247, 2.3134, 3.0248], [-2.4281, 2.0528, 4.0358], [-2.1911, 0.9849, 4.8943], [-1.0882, 0.1737, 4.7156], [-0.1759, 0.3802, 3.6739], [1.1797, -0.7233, 3.4351], [0.0342, -4.2361, 2.0537], [2.1702, -0.2655, -2.8872], [2.9126, -1.7875, -4.6819], [3.5087, -4.1333, -4.1478], [3.3784, -4.9267, -1.8177], [2.1667, -5.9609, 0.1903], [0.9433, -4.8988, -0.5470], [0.8597, -7.4325, 1.5100], [-0.7679, -7.7511, 3.3737], [-1.8948, -5.7426, 4.3329], [-0.8177, -2.6355, 4.2066], [-2.3998, -3.4230, 4.1389], [-1.6628, 3.1609, 2.3641], [-3.2942, 2.6872, 4.1650], [-2.8803, 0.7771, 5.7025], [-0.9198, -0.6656, 5.3767], [4.6029, 2.1910, -0.8763], [3.5560, 3.3176, -0.8535], [3.0275, 3.5254, -2.2718], [4.1975, 4.6222, -0.3625], [2.4620, 2.8931, 0.1083], [2.7550, 2.6762, 1.4579], [1.7955, 2.1879, 2.2977], [0.5551, 1.8876, 1.8552], [0.2377, 2.0582, 0.5562], [1.1737, 2.6001, -0.3059], [-1.0448, 1.5659, 0.0031], [-1.8086, 2.4005, -0.7962], [-2.9416, 1.8925, -1.4259], [-3.2186, 0.5489, -1.2068], [-2.3978, -0.2092, -0.3901], [-1.3240, 0.2839, 0.2233], [-3.8370, 2.7279, -2.3312], [-3.3529, 4.1725, -2.4483], [-5.2598, 2.7314, -1.7540], [-3.8502, 2.0985, -3.7316], [5.3893, 2.4408, -1.5907], [4.1500, 1.2422, -1.1702], [5.0651, 2.0515, 0.1017], [3.8453, 3.8557, -2.9128], [2.2478, 4.2896, -2.3086], [2.6321, 2.5993, -2.6929], [5.0037, 4.9081, -1.0397], [4.6254, 4.5167, 0.6347], [3.4689, 5.4348, -0.3379], [3.7388, 2.8646, 1.8614], [1.9631, 2.0146, 3.3487], [0.8940, 2.6739, -1.3454], [-1.5129, 3.4333, -0.9234], [-4.0600, 0.0628, -1.6810], [-2.6043, -1.2615, -0.2429], [-3.3457, 4.6778, -1.4802], [-4.0259, 4.7259, -3.1046], [-2.3513, 4.2289, -2.8798], [-5.2752, 3.1768, -0.7572], [-5.6625, 1.7213, -1.6788], [-5.9215, 3.3119, -2.3997], [-2.8449, 2.0683, -4.1549], [-4.4865, 2.6873, -4.3953], [-4.2338, 1.0787, -3.7123], [-2.2971, -3.0221, -1.8978], [-0.9380, -2.7739, -2.0173], [-0.6974, -1.4771, -2.4545], [-0.2790, -3.7282, -2.7662], [-0.3663, -2.8765, -0.6415]], "lowdin_charge": [0.29, 0.68, -0.65, -0.11, -0.07, -0.08, -0.10, -0.54, 0.97, -0.36, -0.31, -0.01, -0.04, -0.01, -0.33, -0.54, 0.63, -0.23, -0.01, -0.07, -0.07, -0.12, -0.63, 0.61, 0.07, 0.10, 0.10, 0.10, 0.11, 0.08, 0.10, 0.12, 0.11, 0.12, 0.04, 0.07, 0.12, 0.10, 0.11, 0.10, -0.02, -0.55, -0.05, -0.04, -0.14, 0.03, -0.02, 0.06, -0.14, 0.04, -0.22, 0.05, -0.14, 0.03, -0.12, 0.10, -0.56, -0.07, -0.04, -0.04, 0.09, 0.07, 0.09, 0.09, 0.09, 0.09, 0.09, 0.08, 0.09, 0.13, 0.13, 0.13, 0.11, 0.13, 0.07, 0.09, 0.09, 0.09, 0.09, 0.08, 0.09, 0.09, 0.09, 0.08, 0.14, -1.23, 0.14, 0.15, -0.03], "multiplicity": 1, "gap_ev": 6.684, "e_homo_ha": -0.2740, "lumo_energy_ev": -0.770}

Record 2
{"formula": "C4H5N", "method": "ωB97M-V/def2-TZVPD", "elements": ["H", "N", "C", "C", "C", "C", "H", "H", "H", "H"], "xyz": [[2.6861, -1.1917, -0.2161], [2.1024, -0.2458, -0.4073], [1.0760, -0.1534, 0.2802], [0.0010, 0.7913, -0.0680], [-1.2915, 0.1298, -0.0420], [-2.3327, -0.4459, -0.2017], [0.9398, -0.7731, 1.2136], [-0.1768, 1.4657, 0.6481], [0.2868, 1.2113, -1.0872], [-3.2910, -0.7880, -0.1197]], "lowdin_charge": [0.12, 0.07, -0.32, -0.20, -0.14, 0.13, 0.13, 0.07, 0.15, 0.00], "multiplicity": 1, "gap_ev": 10.917, "smiles": "[H]/N=C/CC#C", "e_homo_ha": -0.3627, "lumo_energy_ev": 1.048}

Record 3
{"formula": "C4H6N2O", "method": "ωB97M-V/def2-TZVPD", "elements": ["C", "C", "C", "C", "N", "N", "O", "H", "H", "H", "H", "H", "H"], "xyz": [[1.8905, 0.2859, -0.1578], [-0.3878, -0.9953, 0.1891], [0.4247, 0.1478, 0.0357], [-1.8235, 0.4056, -0.1282], [-0.2661, -2.1332, 0.6823], [-0.4737, 1.1147, -0.1075], [-2.6935, 0.6738, 0.6863], [-1.1139, -2.6926, 0.5519], [-0.3225, 2.0981, 0.0917], [-2.0316, 0.1627, -1.1835], [2.4222, -0.3903, 0.5143], [2.2191, 1.3132, 0.0087], [2.1558, 0.0097, -1.1829]], "lowdin_charge": [-0.01, -0.18, -0.28, -0.40, 0.14, 0.13, -0.01, 0.06, 0.16, 0.13, 0.09, 0.08, 0.09], "multiplicity": 1, "gap_ev": 7.174, "e_homo_ha": -0.2806, "lumo_energy_ev": -0.460}

Record 4
{"formula": "C18H26N3O3PtS", "method": "ωB97M-V/def2-TZVPD", "elements": ["Pt", "C", "N", "C", "C", "O", "C", "O", "C", "C", "O", "N", "C", "C", "H", "H", "H", "H", "H", "H", "H", "H", "H", "H", "H", "H", "H", "H", "H", "H", "C", "C", "C", "C", "C", "C", "C", "H", "H", "H", "H", "H", "H", "H", "S", "C", "C", "N", "C", "H", "H", "H"], "xyz": [[0.6409, -0.2694, -0.4125], [-0.8914, -2.9099, 4.2619], [-0.2298, -1.7944, 3.5946], [0.4943, -0.8652, 4.4556], [-0.3100, -1.5710, 2.2793], [0.2656, -0.6097, 1.7526], [-1.1300, -2.5759, 1.4675], [-1.4256, -2.1594, 0.1617], [-2.6157, -1.4508, -0.0391], [-2.3880, 0.0111, -0.4267], [-1.2570, 0.5273, -0.4633], [-3.4656, 0.7459, -0.6956], [-4.8177, 0.2071, -0.7698], [-3.3217, 2.1360, -1.1202], [-0.3677, -3.1048, 5.1945], [-1.9330, -2.6818, 4.4984], [-0.8454, -3.8193, 3.6675], [1.2486, -1.4056, 5.0270], [0.9719, -0.1068, 3.8466], [-0.1975, -0.3862, 5.1499], [-0.5314, -3.4855, 1.3712], [-2.0430, -2.8381, 2.0091], [-3.1623, -1.9422, -0.8478], [-3.2513, -1.4724, 0.8527], [-4.9335, -0.6850, -0.1632], [-5.5109, 0.9570, -0.3938], [-5.0865, -0.0262, -1.8019], [-2.3172, 2.4813, -0.9054], [-3.5183, 2.2240, -2.1901], [-4.0410, 2.7474, -0.5773], [0.8452, 0.2168, -2.3811], [1.4797, 1.5697, -2.4172], [0.7253, 2.7329, -2.2623], [1.3341, 3.9718, -2.1435], [2.7175, 4.0804, -2.1895], [3.4806, 2.9380, -2.3839], [2.8670, 1.7000, -2.5035], [1.4510, -0.5142, -2.9177], [-0.1653, 0.2341, -2.7941], [-0.3555, 2.6583, -2.2385], [0.7267, 4.8601, -2.0223], [3.1940, 5.0471, -2.0968], [4.5585, 3.0145, -2.4567], [3.4716, 0.8157, -2.6789], [5.0509, -0.5755, -0.0738], [4.5100, -1.7278, -1.2143], [3.1584, -1.7411, -1.2609], [2.5588, -0.8553, -0.3952], [3.4462, -0.1752, 0.2917], [5.1977, -2.3325, -1.7802], [2.5424, -2.3763, -1.8753], [3.1751, 0.5810, 1.0106]], "lowdin_charge": [1.08, -0.03, -0.13, -0.01, -0.39, -0.08, -0.11, -0.13, -0.10, -0.35, -0.11, -0.12, -0.02, 0.00, 0.10, 0.10, 0.09, 0.10, 0.09, 0.10, 0.15, 0.13, 0.15, 0.14, 0.08, 0.10, 0.11, 0.08, 0.11, 0.10, -0.25, -0.31, -0.06, -0.08, -0.09, -0.08, -0.07, 0.05, 0.06, 0.09, 0.10, 0.10, 0.10, 0.10, 1.08, -0.36, -0.22, -0.22, -0.45, 0.08, 0.12, 0.09], "multiplicity": 1, "gap_ev": 8.020, "e_homo_ha": -0.3725, "charge": 1, "lumo_energy_ev": -2.117}

Record 5
{"formula": "C42H28ClF5O5P2S2Tl", "method": "ωB97M-V/def2-TZVPD", "elements": ["Tl", "O", "S", "C", "C", "C", "C", "C", "C", "P", "C", "C", "C", "C", "C", "C", "C", "C", "C", "C", "C", "C", "C", "C", "C", "C", "C", "C", "P", "C", "C", "C", "C", "C", "C", "C", "C", "C", "C", "C", "C", "H", "H", "H", "H", "H", "H", "H", "H", "H", "H", "H", "H", "H", "H", "H", "H", "H", "H", "H", "H", "H", "H", "H", "H", "H", "H", "H", "H", "F", "C", "C", "F", "C", "F", "C", "S", "C", "F", "C", "F", "O", "Cl", "O", "O", "O"], "xyz": [[-1.5789, 0.3723, -0.4551], [3.2327, 0.5581, 1.5689], [1.8430, 0.1130, 1.7968], [1.3441, 0.8354, 3.3687], [1.8649, 0.4628, 4.5973], [1.5059, 1.1845, 5.7259], [0.6458, 2.2731, 5.6251], [0.1205, 2.6432, 4.3986], [0.4805, 1.9236, 3.2585], [-0.2444, 2.2872, 1.6535], [0.7808, 3.2874, 0.6214], [2.1339, 3.4774, 0.9180], [2.9347, 4.1567, 0.0178], [2.4007, 4.6225, -1.1749], [1.0585, 4.4182, -1.4816], [0.2489, 3.7427, -0.5941], [-1.8275, 3.0669, 1.9641], [-2.0250, 4.4362, 1.7885], [-3.2520, 4.9946, 2.1150], [-4.2726, 4.1955, 2.6098], [-4.0768, 2.8299, 2.7839], [-2.8583, 2.2628, 2.4583], [1.9255, -1.6076, 2.2973], [3.1818, -2.0831, 2.6490], [3.3070, -3.3920, 3.0866], [2.1853, -4.2071, 3.1695], [0.9434, -3.7230, 2.7927], [0.7936, -2.4148, 2.3358], [-0.8359, -1.7875, 1.7888], [-1.3654, -3.0120, 0.5495], [-2.7248, -3.0695, 0.2280], [-3.1765, -3.9122, -0.7758], [-2.2718, -4.6875, -1.4893], [-0.9182, -4.6082, -1.2007], [-0.4638, -3.7754, -0.1870], [-1.8651, -2.1317, 3.2572], [-1.8451, -1.1573, 4.2570], [-2.5543, -1.3351, 5.4343], [-3.3058, -2.4878, 5.6201], [-3.3351, -3.4594, 4.6302], [-2.6161, -3.2862, 3.4558], [2.5308, -0.3864, 4.6724], [1.8943, 0.8950, 6.6931], [0.3781, 2.8325, 6.5113], [-0.5642, 3.4784, 4.3281], [2.5592, 3.0906, 1.8336], [3.9815, 4.3061, 0.2415], [3.0369, 5.1391, -1.8809], [0.6542, 4.7703, -2.4203], [-0.7906, 3.5604, -0.8443], [-1.2272, 5.0600, 1.4074], [-3.4086, 6.0566, 1.9840], [-5.2272, 4.6379, 2.8611], [-4.8740, 2.2094, 3.1705], [-2.7043, 1.1968, 2.5946], [4.0388, -1.4291, 2.5563], [4.2799, -3.7771, 3.3607], [2.2823, -5.2275, 3.5152], [0.0767, -4.3714, 2.8411], [-3.4417, -2.4709, 0.7819], [-4.2335, -3.9613, -1.0023], [-2.6214, -5.3411, -2.2770], [-0.2072, -5.1928, -1.7688], [0.5975, -3.7100, 0.0123], [-1.2574, -0.2537, 4.1192], [-2.5240, -0.5744, 6.2036], [-3.8666, -2.6284, 6.5344], [-3.9158, -4.3610, 4.7740], [-2.6424, -4.0577, 2.6963], [-2.8750, 1.9066, -7.5822], [-2.7434, 1.1563, -6.5101], [-2.7535, 1.7510, -5.2501], [-2.8970, 3.0662, -5.1473], [-2.6197, 0.9643, -4.1344], [-2.6539, 1.5591, -2.9443], [-2.4601, -0.4342, -4.2122], [-2.2249, -1.4218, -2.8610], [-2.4586, -0.9945, -5.5106], [-2.3115, -2.2974, -5.6591], [-2.6001, -0.2197, -6.6411], [-2.5947, -0.7661, -7.8476], [1.8175, -0.6792, -3.0135], [1.2248, 0.0606, -1.9604], [2.1307, 0.9784, -1.3526], [0.0435, 0.7909, -2.4608], [0.7025, -0.8568, -0.9295]], "lowdin_charge": [0.81, -0.43, 0.92, -0.36, -0.03, -0.03, -0.04, -0.05, -0.35, 1.09, -0.37, -0.06, -0.04, -0.03, -0.05, -0.10, -0.39, -0.07, -0.05, -0.05, -0.05, -0.11, -0.37, -0.06, -0.04, -0.05, -0.07, -0.35, 1.03, -0.41, -0.16, -0.11, -0.09, -0.06, -0.08, -0.36, -0.11, -0.07, -0.07, -0.06, -0.09, 0.12, 0.12, 0.12, 0.12, 0.11, 0.12, 0.12, 0.12, 0.11, 0.11, 0.12, 0.12, 0.12, 0.09, 0.12, 0.12, 0.11, 0.12, 0.11, 0.11, 0.11, 0.11, 0.11, 0.08, 0.11, 0.11, 0.11, 0.10, 0.18, -0.11, -0.13, 0.15, -0.23, 0.03, -0.52, 0.89, -0.22, 0.13, -0.13, 0.15, -0.27, 0.65, -0.30, -0.49, -0.50], "multiplicity": 1, "gap_ev": [5.645, 4.806], "e_homo_ha": [-0.3886, -0.3910], "charge": 1, "lumo_energy_ev": [-4.929, -5.833]}

What max |F| values result from the calculations? In sequence: 0.14, 4.34, 0.80, 0.38, 0.37 eV/A.
What energy relative to the best compared isomer or geometry (same formula, charge and spin) values result from the calculations? In sequence: 0.0, 69.7, 89.9, 3.8, 9.4 kcal/mol.
What E_tot values result from the calculations? In sequence: -3805.16455, -210.05267, -340.65162, -1608.78559, -4604.01584 Eh.